18
Properties=species:S:1:pos:R:3:forces:R:3 method="wB97M-V/def2-TZVPD" e_tot_ha=-302.38267 orbital_gap_ev=9.61 homo_energy_ha=-0.320 spin_multiplicity=1 smiles=NCN.NCN
N -1.81299 1.58752 -0.08757 0.27 0.18 0.09
C -0.73432 2.58652 -0.00481 -0.25 -0.78 0.28
N -1.05138 3.59000 1.00475 -0.03 -0.12 0.19
H -1.56823 0.69876 0.34088 -0.01 0.35 0.02
H -2.61338 1.97183 0.39906 -0.16 -0.12 -0.12
H 0.18593 2.05423 0.23510 0.27 -0.13 -0.15
H -0.60266 3.04378 -0.98349 -0.06 0.35 0.08
H -0.96896 3.16989 1.93218 -0.05 0.15 -0.28
H -0.39885 4.36163 0.97878 0.03 0.11 -0.09
N 0.93342 -1.83976 -1.31365 -0.29 0.33 -0.43
C 0.68969 -2.53199 -0.05674 -0.55 -0.04 -0.35
N 1.82053 -3.32967 0.32555 0.30 0.97 0.38
H 1.89918 -1.69057 -1.56954 0.18 -0.18 0.40
H 0.51129 -0.92010 -1.28066 -0.03 -0.07 -0.16
H 0.40334 -1.79395 0.69614 0.25 -0.01 0.43
H -0.19361 -3.16393 -0.19609 -0.11 -0.05 -0.03
H 1.59866 -4.15805 0.84291 0.15 -0.31 -0.28
H 2.48068 -3.41304 -0.42547 0.06 -0.60 0.04